The following is a quantum chemistry calculation of a structure of composition C23H25N2OZn, from the OMol25 dataset.

For the HOMO energy, the calculation gives -4.226 eV. The HOMO-LUMO gap comes out at 6.9 eV. As for the net charge: -1.

```
52
Properties=species:S:1:pos:R:3:forces:R:3:mulliken_charge:R:1
C -0.027059 3.117570 2.173060 0.0 -1.0 0.1 -0.48
C -0.946499 2.032889 2.011095 0.9 -0.2 0.6 -1.16
C -0.194101 0.848087 1.867519 -0.1 0.2 0.2 0.22
H -2.023166 2.086528 2.115120 0.1 0.1 -0.2 0.42
C 1.185711 1.165800 1.915355 -0.4 0.3 0.1 0.03
C 1.302145 2.566980 2.103851 -0.5 -0.5 0.2 -1.32
H 2.005413 0.450591 1.917568 -0.1 0.2 -0.1 0.42
C -0.575695 3.487473 -2.184589 -0.4 -0.3 0.9 -1.31
C -1.633625 3.244733 -1.231558 0.0 -0.1 -0.9 -0.69
C -1.813002 1.834173 -1.122773 0.5 -0.1 -0.8 -0.81
H -2.281717 4.003134 -0.802005 0.1 -0.1 -0.2 0.46
C -0.803367 1.210708 -1.897818 -0.2 1.1 0.3 0.67
C 0.037908 2.232756 -2.464607 -0.6 -0.2 0.0 -0.96
H -0.595447 -0.154910 1.819800 -0.1 0.0 -0.2 0.34
H 2.210916 3.080708 2.380392 0.0 0.2 -0.4 0.55
H -0.268234 4.094230 2.567451 0.0 0.1 -0.4 0.53
H 0.887764 2.018127 -3.121471 -0.5 0.4 0.2 0.42
H -2.661611 1.320889 -0.666915 0.5 0.3 0.2 0.44
H -0.420162 4.439510 -2.684829 0.5 -0.1 0.5 0.52
Zn 0.440256 3.049530 -0.115983 -0.6 0.2 0.2 0.76
C -0.692375 -0.228148 -2.291247 0.6 -0.5 0.5 2.96
C -0.478310 -0.328179 -3.808009 -0.2 -0.3 0.0 -1.99
C -1.960406 -0.996824 -1.912612 0.0 -0.1 -0.1 -2.25
H -1.307630 0.166684 -4.316239 0.0 0.1 0.0 0.45
H -0.442774 -1.373569 -4.109531 0.0 0.1 -0.1 0.49
H 0.445563 0.152561 -4.121097 0.1 0.0 0.0 0.32
H -2.820572 -0.541211 -2.412505 0.0 -0.1 0.1 0.51
H -2.132700 -0.980491 -0.831130 0.0 0.0 -0.1 0.27
H -1.878386 -2.037907 -2.241184 0.0 0.1 0.0 0.46
C 0.510552 -0.815516 -1.501420 0.1 -0.5 -0.1 -0.45
C 0.873722 -2.278628 -1.799022 -0.2 0.2 0.3 0.10
H 0.316374 -0.693729 -0.420151 0.0 0.0 -0.4 -0.39
H 1.426848 -0.230313 -1.700902 -0.3 -0.1 0.0 0.53
O 0.548418 -2.894815 -2.806508 0.3 0.1 0.4 -0.69
N 1.617263 -2.903731 -0.825382 0.6 0.2 -0.2 -0.03
C 2.059294 -2.344904 0.453873 -0.3 -0.1 -0.4 -1.10
H 1.993940 -3.800829 -1.107664 -0.2 0.2 0.1 0.27
C 1.019839 -2.536288 1.543813 -0.3 -0.3 0.3 0.91
C 1.340030 -2.170598 2.858865 -0.5 -0.1 -0.1 -0.21
H 2.338554 -1.769383 3.066887 -0.4 0.0 0.0 0.34
C 0.394424 -2.321623 3.879018 -0.1 -0.2 -0.2 -0.56
H 0.642944 -2.008542 4.898266 -0.1 -0.1 -0.4 0.35
C -0.862929 -2.889210 3.600009 0.1 0.1 -0.2 -0.46
H -1.595144 -3.034961 4.406901 0.4 0.1 -0.4 0.34
C -1.175658 -3.283277 2.288531 0.4 0.1 0.1 -0.61
H -2.146261 -3.736431 2.051206 0.4 0.2 0.2 0.37
C -0.229867 -3.114192 1.262020 0.0 0.1 0.5 -0.21
H -0.454433 -3.466301 0.247960 0.1 0.3 0.5 0.36
H 2.299273 -1.269827 0.349737 -0.1 -0.5 0.0 0.11
H 2.978498 -2.873024 0.742602 -0.1 0.2 -0.1 0.52
N 2.070010 5.742601 0.024611 -1.1 -1.8 -0.1 -0.72
C 1.475471 4.731101 -0.048358 1.7 2.4 -0.3 -0.04
```
Forces are in eV/Å.

The following is a quantum chemistry calculation of a cluster of 2 separate species, H3NOPS in total, from the OMol25 dataset.

For the HOMO energy (alpha / beta), the calculation gives -2.911 / -2.969 eV. The HOMO-LUMO gap (alpha / beta) comes out at 6.5 / 6.6 eV. As for the net charge: -1.

```
7
Properties=species:S:1:pos:R:3:forces:R:3:mulliken_charge:R:1
N -2.958354 -0.347532 0.395959 0.7 -0.3 0.0 -0.50
O 1.497736 2.455324 -0.166512 -0.2 0.6 0.1 -0.68
P 0.690345 1.199207 0.135283 -2.3 3.1 -0.4 0.17
S -2.264234 1.023759 0.029455 0.6 0.3 -0.1 -0.09
H -2.584574 -1.033200 -0.277310 -0.5 0.1 0.0 0.21
H 1.529914 0.374324 0.675163 2.1 -2.6 2.2 -0.04
H 0.706123 0.445029 -0.977842 -0.4 -1.2 -1.9 -0.06
```
Forces are in eV/Å.

The following is a quantum chemistry calculation of an isolated molecule of C13H12FNOS, from the OMol25 dataset.

For the HOMO energy, the calculation gives -8.876 eV. The HOMO-LUMO gap comes out at 9.6 eV.

```
29
Properties=species:S:1:pos:R:3:forces:R:3:mulliken_charge:R:1
O -0.572281 2.184676 1.992210 -0.4 0.2 0.0 -0.64
C 0.375739 1.457231 1.805348 0.5 -0.2 0.4 0.67
C 0.731846 0.282588 2.713753 -0.3 0.2 -0.1 -1.08
C 0.383250 -0.937173 1.913266 -0.1 -0.2 0.1 0.50
C 1.330253 -1.744052 1.227527 0.0 -0.1 0.0 -0.64
C 0.750175 -2.717605 0.483674 -0.4 -0.2 -0.1 -0.37
S -0.965025 -2.675630 0.590068 0.5 0.3 0.3 -0.15
C -0.894239 -1.327417 1.650544 0.0 -0.3 -0.2 -0.42
N 1.203393 1.564512 0.734234 0.5 0.2 -0.2 -0.16
C 0.743758 2.209335 -0.483265 -0.1 -0.1 -0.1 -1.35
C -0.095753 1.222175 -1.255991 0.2 0.0 -0.1 0.62
C -1.481136 1.294667 -1.281745 0.1 -0.1 -0.1 -0.37
C -2.231086 0.310909 -1.903797 -0.1 0.0 0.0 -0.67
C -1.607805 -0.767714 -2.507472 0.0 0.1 0.0 -0.37
C -0.227293 -0.867691 -2.490547 0.2 0.1 0.0 -0.55
C 0.500066 0.122197 -1.861484 -0.3 0.0 -0.1 0.61
F 1.852050 0.009206 -1.818840 -0.1 0.1 0.0 -0.44
H 0.132708 0.346483 3.621316 0.1 0.1 0.0 0.35
H 1.791371 0.290972 2.968298 0.0 0.0 0.0 0.34
H 2.395490 -1.608587 1.300344 0.2 0.0 0.0 0.41
H 1.224688 -3.464186 -0.120870 0.2 -0.1 -0.1 0.48
H -1.801241 -0.890753 2.017380 -0.2 0.2 0.1 0.44
H 1.884184 0.831347 0.596214 -0.1 0.0 0.1 0.32
H 0.145963 3.074932 -0.195090 0.1 -0.1 -0.1 0.46
H 1.613541 2.529767 -1.061143 -0.1 0.0 0.1 0.36
H -1.968313 2.125315 -0.794795 0.0 0.1 0.1 0.37
H -3.307749 0.382882 -1.909743 -0.1 0.0 0.0 0.40
H -2.192967 -1.538085 -2.985088 -0.1 -0.1 -0.1 0.39
H 0.286412 -1.700300 -2.944307 0.1 -0.1 0.0 0.48
```
Forces are in eV/Å.

Max |F| for every record listed, in sequence, given in hartree/bohr: 0.058; 0.078; 0.013.
Molecular weight for every record listed, in sequence, given in g mol⁻¹: 410.86; 96.07; 249.31.